88
Properties=species:S:1:pos:R:3 method="wB97M-V/def2-TZVPD" homo_lumo_gap_ev="6.54 / 5.37" total_charge=+2 fmax_ev_per_a=0.8 e_homo_ev="-12.21 / -12.65" e_tot_ha=-2649.06508 multiplicity=5
Ir -1.424 0.383 0.707
Te -3.154 -0.530 2.545
S -1.203 -1.919 -1.202
O -0.955 -1.859 0.315
O 0.340 0.150 1.950
O -1.167 -1.261 -4.190
N 2.184 -1.735 2.577
N 2.234 -3.561 -0.765
N -1.262 2.491 1.187
N -1.627 1.182 -1.656
C 1.243 -1.183 -4.882
C 0.182 -1.112 -2.092
C -0.556 -0.416 -3.204
C -0.353 3.052 1.882
C -6.932 1.543 2.027
C -0.945 -3.584 -1.767
C 1.674 1.045 -2.032
C -0.033 -0.470 -4.587
C -6.993 -0.352 0.540
C 3.748 3.931 4.483
C 2.118 -0.980 -0.450
C 1.494 -1.683 -2.467
C 1.693 -1.181 -6.316
C 2.382 -2.237 -1.313
C -5.059 0.063 1.889
C 0.818 2.444 2.495
C 2.291 0.640 3.149
C -2.420 2.445 -1.625
C 1.346 -0.329 -1.599
C 1.378 -3.865 0.376
C -5.712 -0.715 0.939
C 2.765 -0.696 3.082
C -7.601 0.774 1.083
C 2.858 2.923 3.794
C 1.689 3.316 3.142
C -1.420 0.735 -2.826
C 2.053 -4.099 1.736
C -2.419 3.316 0.770
C 1.897 -1.769 -3.888
C 3.138 1.578 3.769
C 2.917 -3.000 2.328
C 3.646 0.973 -0.575
C 2.763 1.639 -1.555
C 1.093 1.050 2.502
C -5.653 1.191 2.439
C -3.212 2.651 -0.339
C 3.345 -0.213 -0.058
H -2.070 4.296 0.435
H 2.608 -1.757 -6.442
H 1.056 1.554 -2.761
H -7.514 -0.953 -0.196
H -1.711 3.268 -1.746
H 4.020 -0.678 0.660
H 3.985 4.766 3.821
H -1.289 -3.601 -2.804
H 3.755 -2.779 1.667
H 3.327 -3.350 3.274
H 3.771 -0.878 3.458
H 4.686 3.477 4.801
H 0.633 -3.079 0.472
H 1.264 -4.358 2.449
H 4.556 1.480 -0.277
H 3.391 -2.161 -1.712
H -5.241 -1.595 0.512
H -7.409 2.418 2.453
H -3.091 2.472 -2.483
H -1.577 -4.223 -1.147
H 1.441 4.376 3.137
H 1.231 -1.612 2.249
H 3.062 -4.129 -0.829
H 2.819 -2.304 -4.098
H -3.068 3.479 1.633
H 3.261 4.343 5.370
H -4.083 3.272 -0.554
H -3.618 1.688 0.006
H 3.027 2.633 -1.901
H -8.603 1.048 0.775
H -0.293 0.341 -5.262
H 0.108 -3.863 -1.700
H 4.049 1.217 4.241
H -0.453 4.125 2.066
H 2.699 -4.978 1.669
H 1.882 -0.161 -6.664
H -5.142 1.789 3.187
H -1.895 1.223 -3.683
H 0.925 -1.604 -6.970
H 0.817 -4.781 0.169
H 1.496 -1.188 0.409


8
Properties=species:S:1:pos:R:3 method="wB97M-V/def2-TZVPD" homo_lumo_gap_ev=8.54 smiles="N=C=S.C=S" de_lowest_kcal_mol=30.0 fmax_ev_per_a=4.7 e_homo_ev=-8.95 e_tot_ha=-929.06957
S -0.816 0.361 -0.218
S -1.498 -1.333 -3.739
N 1.136 -1.036 -3.274
C -0.024 -1.297 -3.289
C -1.693 1.200 -1.220
H -1.406 2.246 -1.427
H -2.629 0.899 -1.555
H 1.815 -0.899 -2.423


55
Properties=species:S:1:pos:R:3 method="wB97M-V/def2-TZVPD" homo_lumo_gap_ev="3.37 / 5.96" de_lowest_kcal_mol=0.0 fmax_ev_per_a=6.7 e_homo_ev="-3.85 / -6.44" e_tot_ha=-2934.08887 multiplicity=3
Ni 0.084 -0.229 -1.838
P 0.351 -2.368 1.792
P 0.212 2.888 2.084
O 1.288 1.186 3.789
C 1.189 4.234 2.783
C 1.428 -1.176 -3.877
C 0.991 0.303 -4.236
C -1.945 0.177 -3.555
C 0.187 -2.614 3.583
C 0.664 2.067 0.410
C -0.652 -1.790 -2.512
C -1.523 -1.328 -3.644
C -1.481 3.416 1.728
C 0.772 -1.728 -2.646
C -1.142 1.317 4.087
C -0.967 0.978 -2.702
C 1.912 -3.191 1.273
C -0.861 -3.508 1.003
C 0.415 1.060 -3.069
C 0.177 1.616 3.457
C 0.432 0.598 0.005
H 1.376 -2.398 -2.021
H -1.600 2.252 4.443
H 0.260 0.290 -5.057
H 1.193 -2.700 4.021
H -1.979 3.903 2.574
H -1.207 -4.231 1.754
H 0.222 2.668 -0.398
H 0.914 5.188 2.306
H -1.085 -2.549 -1.837
H -0.471 0.084 0.480
H -2.418 -1.948 -3.708
H -1.817 0.833 3.369
H -0.435 -4.013 0.124
H 2.465 -3.492 2.168
H 2.261 4.029 2.651
H 2.481 -2.425 0.729
H 2.518 -1.167 -3.712
H 1.723 -4.042 0.604
H -0.443 -3.484 3.808
H -1.427 4.136 0.905
H 1.237 -1.823 -4.739
H -0.957 -1.512 -4.567
H -0.286 -1.687 3.951
H -2.064 2.552 1.398
H -1.697 -2.895 0.645
H -2.961 0.260 -3.130
H 0.991 1.941 -2.765
H 1.884 0.835 -4.592
H 0.996 4.311 3.871
H 1.393 0.046 0.105
H -1.982 0.569 -4.591
H 1.763 2.182 0.421
H -1.404 1.743 -2.056
H -0.976 0.639 4.930